This record from OMol25 describes 2 unconnected molecules or ions with the total composition C3H2F2 in a non-equilibrium geometry. The level of theory is ωB97M-V/def2-TZVPD.

Each line ends with the natural charge from an NBO analysis.
Atoms and positions in Å:
C 0.379 0.298 0.693  -0.2114
C 1.424 -0.259 0.090  0.3694
C 0.253 -0.871 -0.376  0.1517
F 3.228 -0.128 -0.038  -0.4323
F -0.003 -2.035 0.222  -0.3298
H -0.363 0.969 1.046  0.2600
H -0.272 -0.674 -1.300  0.1924

LUMO level   -0.0185 Eh
HOMO   -11.4 eV
Calculated total energy   -315.0477 Eh
Charge   0

This record from OMol25 describes C3H2F2N2S in the gas phase in a non-equilibrium geometry. The level of theory is ωB97M-V/def2-TZVPD.

Each line ends with the natural charge from an NBO analysis.
Atoms and positions in Å:
F -2.267 -0.100 -0.277  -0.3413
C -1.257 0.640 0.268  0.5473
F -1.198 1.836 -0.308  -0.3155
C 0.067 -0.069 0.194  -0.0197
C 0.684 -0.596 -0.995  -0.3967
S 2.260 -1.131 -0.543  0.5559
N 2.035 -0.522 1.071  -0.2826
N 0.927 -0.029 1.252  -0.1580
H -1.519 0.678 1.331  0.1474
H 0.268 -0.707 -1.992  0.2632

SMILES   FC(F)c1csnn1
LUMO level   -0.0052 Eh
HOMO   -10.2 eV
Calculated total energy   -822.9064 Eh
Charge   0

This record from OMol25 describes a gas-phase ion, C3H2F2NO4 (charge -1) in a non-equilibrium geometry. The level of theory is ωB97M-V/def2-TZVPD.

Each line ends with the natural charge from an NBO analysis.
Atoms and positions in Å:
O 1.791 0.819 -1.182  -0.6992
C 1.045 1.166 -0.297  0.8387
O 1.002 2.013 0.552  -0.7290
C -0.383 0.220 -0.210  -0.3394
C -0.247 -0.471 1.215  0.5710
F 0.960 -1.087 1.341  -0.3515
F -1.255 -1.296 1.474  -0.3459
N -0.493 -0.607 -1.319  0.5191
O -0.798 -0.107 -2.383  -0.4018
O -0.157 -1.783 -1.187  -0.4198
H -1.268 0.872 0.043  0.2227
H -0.196 0.261 1.953  0.1352

SMILES   O=C([O-])[C@H](C(F)F)[N+](=O)[O-]
LUMO level   0.1420 Eh
HOMO   -5.1 eV
Calculated total energy   -670.9499 Eh
Charge   -1

This record from OMol25 describes a molecular structure, C3H2F2O in a non-equilibrium geometry. The level of theory is ωB97M-V/def2-TZVPD.

Each line ends with the natural charge from an NBO analysis.
Atoms and positions in Å:
C 0.149 0.891 -0.305  0.1438
C 1.136 -0.288 0.074  0.6343
C -0.885 -0.211 -0.044  -0.1428
O 0.119 -1.182 0.048  -0.4739
F 0.195 2.147 0.160  -0.3132
F 2.389 -0.588 -0.083  -0.2629
H -1.520 -0.233 1.003  0.1995
H -1.582 -0.536 -0.854  0.2152

LUMO level (spin up / spin down)   0.0091 / 0.0091 Eh
HOMO (spin up / spin down)   -8.5 / -8.5 eV
Calculated total energy   -390.3325 Eh
Charge   0

Which relative energy (zero: lowest compared OMol25 entry of this formula, charge and spin) belongs to each record? In order, 316.67; 75.78; 0.00; 336.49 kJ/mol.
Which molecular weight belongs to each record? In order, 76.0; 136.1; 154.0; 92.0 Da.